1.
97
Properties=species:S:1:pos:R:3:mulliken_spin:R:1 method="wB97M-V/def2-TZVPD" lumo_ev="-2.1 / -3.7" multiplicity=4 largest_force_ha_per_bohr=0.174 homo_ev="-9.210 / -9.065" total_charge=+1 molar_mass_g_mol=643.7 orbital_gap_ha="0.2603 / 0.1955"
C -1.66 1.87 -1.04 -0.02
C -2.34 -0.23 -0.05 -0.06
C -2.98 2.18 -1.29 0.06
C -3.68 -0.01 -0.53 0.05
C -4.00 1.24 -1.07 -0.04
H -3.21 3.18 -1.70 0.00
H -4.40 -0.79 -0.35 0.00
H -5.04 1.45 -1.31 0.00
N -1.34 0.71 -0.40 0.10
P 1.04 1.77 -1.60 -0.02
P -0.45 -1.12 1.74 -0.08
C -0.49 2.76 -1.46 0.02
H -0.74 3.26 -2.40 0.00
H -0.36 3.54 -0.71 0.00
C 2.17 -0.02 0.28 -0.13
O 3.33 -0.17 0.41 -0.01
C -1.89 -1.32 0.73 0.21
H -2.64 -2.22 0.87 -0.04
C 0.31 -2.88 2.14 0.04
C -1.47 -0.56 3.20 0.03
C 0.95 1.02 -3.36 0.04
C 2.42 3.06 -1.56 0.01
C 1.65 -3.06 1.39 0.00
H 2.40 -2.33 1.72 0.00
H 2.03 -4.06 1.61 0.00
H 1.54 -2.98 0.31 0.00
C 0.62 -3.00 3.63 0.01
H 1.29 -2.21 3.98 0.00
H -0.28 -3.01 4.25 0.00
H 1.13 -3.96 3.80 0.00
C -0.64 -3.99 1.70 0.01
H -0.19 -4.95 1.99 0.00
H -1.61 -3.93 2.20 0.00
H -0.78 -3.97 0.61 0.00
C -0.53 -0.19 4.35 0.01
H 0.47 0.08 3.99 -0.01
H -0.93 0.69 4.87 0.00
H -0.43 -1.00 5.08 0.00
C -2.28 0.68 2.79 0.00
H -1.63 1.46 2.39 -0.01
H -3.05 0.45 2.06 0.00
H -2.78 1.07 3.68 0.00
C -2.47 -1.67 3.60 0.01
H -2.85 -2.27 2.77 0.00
H -2.08 -2.35 4.36 0.00
H -3.36 -1.17 4.02 0.00
C 3.75 2.39 -1.94 0.01
H 4.56 3.13 -1.80 0.00
H 3.97 1.53 -1.28 0.00
H 3.79 2.05 -2.99 0.00
C 2.57 3.61 -0.13 0.01
H 1.66 4.13 0.20 0.00
H 2.81 2.82 0.59 0.00
H 3.40 4.34 -0.13 0.00
C 2.13 4.27 -2.48 0.00
H 1.09 4.60 -2.40 0.00
H 2.77 5.10 -2.15 0.00
H 2.37 4.07 -3.53 0.00
C -0.47 0.50 -3.63 0.00
H -1.20 1.32 -3.69 0.00
H -0.47 -0.01 -4.60 0.00
H -0.80 -0.21 -2.86 0.00
C 1.94 -0.16 -3.41 0.02
H 1.59 -1.00 -2.81 0.00
H 2.00 -0.52 -4.46 0.00
H 2.95 0.10 -3.07 0.00
C 1.30 2.02 -4.46 0.00
H 0.67 2.92 -4.41 0.00
H 2.36 2.31 -4.46 0.00
H 1.10 1.54 -5.43 0.00
Co 0.49 0.19 0.09 2.62
N 0.36 -1.58 -1.18 0.04
C -0.52 -2.33 -1.24 0.03
C -1.34 -3.40 -1.99 0.01
C -2.65 -3.82 -1.29 0.00
C -1.74 -2.72 -3.29 0.00
C -0.35 -4.56 -2.09 0.00
H -2.52 -4.27 -0.31 0.00
H -3.37 -3.00 -1.21 0.00
H -3.12 -4.59 -1.93 0.00
H -0.83 -2.30 -3.75 0.00
H -2.20 -3.44 -3.96 0.00
H -2.44 -1.89 -3.09 0.00
H -0.84 -5.51 -1.89 0.00
H 0.08 -4.50 -3.09 0.00
H 0.47 -4.43 -1.37 0.00
C 1.69 3.55 4.05 0.00
C 0.64 3.75 3.21 0.00
C 0.37 2.80 2.19 0.00
N 1.12 1.67 2.03 0.06
C 2.13 1.46 2.88 0.00
C 2.49 2.39 3.92 0.00
H 1.94 4.28 4.84 0.00
H -0.04 4.63 3.26 0.00
H -0.45 2.96 1.49 0.00
H 2.71 0.56 2.80 0.00
H 3.33 2.17 4.54 0.00

---

2.
117
Properties=species:S:1:pos:R:3:lowdin_charge:R:1 method="wB97M-V/def2-TZVPD" lumo_ev=1.1 largest_force_ha_per_bohr=0.077 homo_ev=-4.547 total_charge=-1 molar_mass_g_mol=1219.1 orbital_gap_ha=0.2093
Ir -0.88 0.26 0.17 1.28
C 0.03 0.40 4.66 -0.06
C 0.81 1.46 3.92 -0.59
O 1.65 2.14 4.80 -0.05
P 1.87 0.74 2.58 0.49
O 2.73 1.97 2.06 -0.11
O 2.98 -0.10 3.38 -0.11
O 1.35 -0.14 1.50 -0.48
P -0.14 2.69 2.89 0.33
O -1.63 2.78 3.51 -0.11
O 0.61 3.96 3.01 -0.28
O -0.20 2.08 1.50 -0.39
H 0.72 -0.21 5.24 0.09
H -0.49 -0.22 3.93 0.05
H -0.69 0.88 5.33 0.09
H 1.67 3.06 4.49 0.08
H 2.14 2.71 1.84 0.05
H 2.99 -0.97 2.98 0.06
H -2.24 2.33 2.93 0.05
C 0.08 -1.97 -3.67 -0.03
N 0.46 -0.62 -3.96 -0.10
C 0.30 0.02 -5.15 -0.03
C 0.89 1.23 -5.06 -0.04
N 1.41 1.33 -3.80 -0.13
C 2.22 2.42 -3.34 -0.05
C 1.11 0.20 -3.10 -0.62
Se 1.44 -0.14 -1.30 0.81
H -0.14 -2.49 -4.60 0.10
H -0.81 -1.96 -3.01 0.07
H 0.89 -2.46 -3.14 0.08
H -0.22 -0.44 -5.97 0.12
H 0.98 2.03 -5.78 0.12
H 1.66 3.36 -3.36 0.10
H 3.10 2.52 -3.98 0.10
H 2.54 2.19 -2.32 0.06
O -3.79 -1.80 -1.76 -0.30
S -3.04 -0.61 -1.38 0.28
O -3.09 -0.42 0.09 -0.43
O -1.57 -0.86 -1.69 -0.47
O -3.46 0.57 -2.12 -0.33
O -0.98 -1.49 1.75 -0.44
P -1.90 -2.57 2.18 0.91
C -3.48 -1.88 2.95 -0.30
C -3.89 -2.41 4.33 -0.20
C -3.29 -1.53 5.43 -0.20
C -4.00 -0.17 5.41 -0.18
C -4.38 0.24 3.98 -0.18
C -3.38 -0.35 2.98 -0.21
C -0.79 -3.78 3.17 -0.28
C 0.59 -3.13 3.37 -0.19
C 1.19 -3.45 4.74 -0.20
C 1.15 -4.96 4.95 -0.20
C -0.31 -5.44 5.01 -0.18
C -1.30 -4.40 4.47 -0.21
C -2.52 -3.55 0.73 -0.35
C -3.43 -4.72 1.10 -0.17
C -2.72 -6.07 0.97 -0.20
C -2.27 -6.30 -0.47 -0.19
C -1.80 -5.00 -1.15 -0.18
C -1.33 -3.98 -0.13 -0.19
H -4.24 -2.17 2.23 0.12
H -3.59 -3.45 4.46 0.07
H -4.98 -2.38 4.42 0.12
H -2.22 -1.40 5.24 0.09
H -3.40 -2.00 6.41 0.11
H -3.35 0.58 5.86 0.10
H -4.91 -0.23 6.02 0.11
H -4.39 1.32 3.88 0.10
H -5.38 -0.11 3.72 0.12
H -2.38 -0.04 3.27 0.08
H -3.57 0.05 1.99 0.07
H -0.67 -4.61 2.47 0.09
H 0.51 -2.05 3.24 0.06
H 1.26 -3.49 2.60 0.12
H 0.65 -2.94 5.54 0.11
H 2.23 -3.10 4.76 0.11
H 1.67 -5.24 5.87 0.10
H 1.67 -5.44 4.12 0.11
H -0.59 -5.67 6.04 0.11
H -0.41 -6.37 4.44 0.10
H -1.46 -3.63 5.22 0.10
H -2.25 -4.92 4.30 0.10
H -3.08 -2.81 0.14 0.08
H -4.30 -4.73 0.44 0.12
H -3.81 -4.61 2.13 0.10
H -3.39 -6.87 1.28 0.11
H -1.86 -6.09 1.64 0.09
H -3.10 -6.72 -1.04 0.10
H -1.47 -7.05 -0.47 0.10
H -2.61 -4.55 -1.71 0.11
H -0.99 -5.23 -1.86 0.11
H -0.94 -3.09 -0.63 0.10
H -0.51 -4.40 0.47 0.11
N -8.08 -1.02 -3.51 0.08
C -7.25 -0.26 -2.69 -0.32
C -6.98 1.07 -3.01 -0.03
C -6.27 1.86 -2.12 -0.08
C -5.80 1.32 -0.94 -0.30
C -6.04 0.00 -0.62 -0.08
C -6.77 -0.79 -1.49 -0.03
S -4.98 2.38 0.24 0.60
O -5.52 2.10 1.54 -0.31
O -5.15 3.74 -0.23 -0.39
N -3.39 2.05 0.28 -0.10
C -2.71 2.35 -0.76 -0.72
S -3.31 3.43 -2.05 1.08
C -1.72 3.46 -2.71 -0.39
C -0.88 2.69 -1.97 -0.26
N -1.43 2.06 -0.92 -0.10
H -8.10 -0.72 -4.48 0.08
H -7.97 -2.02 -3.41 0.08
H -7.33 1.48 -3.94 0.10
H -6.07 2.90 -2.33 0.09
H -5.66 -0.39 0.31 0.11
H -6.97 -1.82 -1.24 0.11
H -1.49 4.04 -3.58 0.05
H 0.18 2.59 -2.10 0.06

---

3.
115
Properties=species:S:1:pos:R:3:lowdin_charge:R:1 method="wB97M-V/def2-TZVPD" lumo_ev=-3.3 largest_force_ha_per_bohr=0.054 homo_ev=-12.350 total_charge=+1 molar_mass_g_mol=860.0 orbital_gap_ha=0.3337
O -0.09 -2.03 -2.08 -0.34
S 1.09 -1.85 -1.30 0.68
O 2.37 -2.01 -1.92 -0.34
C 1.03 -0.22 -0.50 -0.17
N 0.48 0.82 -1.32 0.00
C -0.63 1.57 -1.09 -0.22
C -1.49 1.36 0.10 -0.11
C -2.32 0.07 -0.12 -0.18
C -3.61 0.32 -0.92 -0.15
C -4.08 -0.99 -1.56 -0.26
O -4.05 -0.89 -2.98 -0.06
N -0.75 2.47 -2.06 0.16
N 0.25 2.28 -2.89 0.09
N 0.98 1.30 -2.49 -0.15
P 2.49 0.72 -3.41 0.89
O 2.66 1.89 -4.49 -0.22
O 1.92 -0.48 -4.32 -0.26
H 1.04 -2.69 -0.23 0.10
H 2.06 0.05 -0.22 0.07
H 0.49 -0.33 0.43 0.12
H -2.14 2.21 0.27 0.13
H -0.86 1.20 0.96 0.07
H -1.72 -0.60 -0.73 0.08
H -2.50 -0.44 0.83 0.11
H -3.33 0.99 -1.74 0.12
H -4.37 0.73 -0.27 0.11
H -3.43 -1.81 -1.26 0.11
H -5.08 -1.20 -1.19 0.08
H -3.88 -1.77 -3.32 0.07
H 2.20 1.66 -5.31 0.08
H 0.95 -0.45 -4.37 0.01
C 5.95 0.04 -1.01 -0.09
C 4.86 0.62 -0.24 -0.26
N 3.97 1.06 0.32 0.12
H 5.82 0.25 -2.07 0.03
H 6.92 0.45 -0.69 0.03
H 5.99 -1.04 -0.88 0.09
C 10.03 -1.37 -1.61 -0.05
C 9.26 -0.69 -0.58 -0.25
N 8.65 -0.15 0.23 0.14
H 11.01 -1.65 -1.25 0.08
H 9.52 -2.27 -1.95 0.09
H 10.16 -0.73 -2.48 0.09
C -7.64 -3.34 0.56 -0.06
C -7.14 -1.99 0.73 -0.28
N -6.76 -0.92 0.85 0.14
H -7.25 -4.00 1.34 0.07
H -8.73 -3.37 0.63 0.07
H -7.36 -3.76 -0.40 0.08
C -1.61 -2.42 -6.17 -0.05
C -1.25 -1.07 -5.77 -0.25
N -0.97 -0.01 -5.45 0.15
H -1.22 -3.15 -5.47 0.09
H -2.70 -2.53 -6.20 0.09
H -1.22 -2.65 -7.16 0.09
C 12.09 1.21 1.15 -0.07
C 12.95 0.40 0.30 -0.29
N 13.60 -0.25 -0.38 0.13
H 12.52 2.19 1.33 0.08
H 11.11 1.36 0.70 0.06
H 11.93 0.74 2.12 0.09
C -3.65 0.03 3.74 -0.05
C -2.53 0.89 3.39 -0.24
N -1.66 1.58 3.12 0.16
H -4.40 0.03 2.95 0.07
H -3.32 -1.00 3.89 0.09
H -4.13 0.36 4.66 0.09
C 5.16 -1.38 -6.68 -0.07
C 5.63 -0.98 -5.36 -0.26
N 6.02 -0.66 -4.33 0.14
H 4.36 -2.11 -6.60 0.09
H 4.78 -0.52 -7.23 0.08
H 5.97 -1.83 -7.27 0.02
C 0.72 4.37 3.63 -0.07
C 1.22 4.88 4.89 -0.26
N 1.61 5.28 5.90 0.14
H -0.11 3.68 3.77 0.05
H 0.36 5.18 2.99 0.04
H 1.50 3.85 3.08 0.09
C -8.77 -0.10 3.84 -0.06
C -8.15 -1.40 4.04 -0.28
N -7.66 -2.43 4.19 0.14
H -8.86 0.43 4.79 0.08
H -8.17 0.51 3.17 0.07
H -9.76 -0.21 3.41 0.09
C 7.28 -1.39 -10.84 -0.06
C 7.03 -2.28 -9.72 -0.26
N 6.84 -3.00 -8.84 0.14
H 6.35 -1.18 -11.37 0.09
H 7.69 -0.45 -10.50 0.09
H 7.98 -1.84 -11.54 0.09
C 0.66 6.28 9.16 -0.09
C -0.41 6.96 9.87 -0.29
N -1.26 7.49 10.43 0.12
H 0.54 6.38 8.08 0.05
H 1.63 6.69 9.43 0.08
H 0.67 5.21 9.39 0.08
C 1.03 7.79 0.87 -0.06
C 0.16 6.64 0.71 -0.29
N -0.52 5.73 0.58 0.13
H 0.76 8.59 0.18 0.09
H 0.96 8.19 1.88 0.09
H 2.07 7.52 0.69 0.09
C -10.76 -4.76 5.19 -0.09
C -10.61 -4.64 3.75 -0.28
N -10.46 -4.51 2.62 0.12
H -11.37 -3.95 5.59 0.08
H -11.24 -5.70 5.46 0.09
H -9.79 -4.73 5.69 0.02
C -6.33 -6.13 4.84 -0.06
C -7.48 -6.14 5.72 -0.25
N -8.39 -6.15 6.42 0.14
H -6.25 -5.17 4.33 0.06
H -5.41 -6.30 5.39 0.08
H -6.42 -6.91 4.08 0.08

---

4.
114
Properties=species:S:1:pos:R:3:lowdin_charge:R:1 method="wB97M-V/def2-TZVPD" lumo_ev=-2.7 relative_energy_ev=1.4517 largest_force_ha_per_bohr=0.136 homo_ev=-11.139 total_charge=+1 molar_mass_g_mol=941.3 orbital_gap_ha=0.3117
C 1.34 1.05 4.36 0.06
C 0.74 2.04 3.65 -0.12
C -0.37 1.96 2.62 -0.09
C -0.13 1.20 1.28 -0.18
C 0.23 -0.22 1.79 -0.11
O -0.61 -0.64 2.87 -0.04
C -0.06 -1.66 3.58 -0.54
C -0.66 -1.87 4.94 0.03
O 0.86 -2.32 3.19 0.14
N 1.11 1.74 0.56 0.10
C 1.90 0.71 -0.20 -0.09
C 1.33 -0.22 -1.26 -0.14
C 1.22 0.36 -2.68 -0.20
C 1.00 -0.80 -3.66 -0.28
N 0.57 -0.24 -4.95 0.01
C 0.98 3.14 -0.02 -0.09
C 2.16 3.46 -1.03 -0.12
C 3.60 3.38 -0.57 -0.73
O 4.19 3.80 0.36 0.07
I 4.93 2.35 -2.03 0.85
B 1.43 4.29 1.01 -0.66
O 2.14 4.01 2.14 0.18
O 1.34 5.63 0.63 0.18
C -0.44 3.43 -0.66 -0.31
C -0.29 3.88 -2.14 0.00
B -1.61 4.08 -3.00 -0.65
O -2.37 3.00 -3.36 0.18
O -2.01 5.34 -3.44 0.15
C -1.21 4.59 0.01 -0.01
C -2.67 4.76 -0.25 -0.42
O -3.45 4.08 -0.85 0.17
O -3.13 5.92 0.36 0.09
C -4.32 5.60 1.04 -0.47
C -5.62 6.10 0.51 0.04
O -4.25 4.92 2.01 0.16
N -1.19 2.19 -0.72 0.07
C -1.44 1.26 0.41 -0.24
C -2.73 1.76 1.12 -0.06
C -3.43 0.90 2.18 -0.26
O -4.62 0.89 2.28 0.10
C -1.86 -0.06 -0.32 -0.11
C -2.27 -1.20 0.38 -0.01
C -2.61 -2.33 -0.34 -0.02
C -2.53 -2.24 -1.72 -0.14
N -2.20 -1.19 -2.45 0.10
C -1.87 -0.11 -1.72 -0.10
H 0.74 0.32 4.90 0.06
H 2.42 1.03 4.44 0.08
H 1.01 3.04 3.97 0.10
H -1.24 1.57 3.16 0.12
H -0.69 2.98 2.38 0.11
H 1.25 -0.21 2.19 0.12
H 0.22 -0.99 1.02 0.12
H -1.19 -2.82 4.94 0.10
H 0.11 -1.85 5.71 0.10
H -1.39 -1.10 5.18 0.09
H 1.73 1.89 1.36 0.16
H 2.78 1.11 -0.70 0.05
H 2.45 0.08 0.51 0.14
H 2.15 -0.94 -1.41 0.13
H 0.50 -0.88 -1.00 0.10
H 0.38 1.05 -2.79 0.08
H 2.14 0.89 -2.94 0.08
H 1.97 -1.28 -3.82 0.11
H 0.26 -1.50 -3.28 0.09
H 0.04 -0.92 -5.48 0.07
H 0.02 0.59 -4.83 0.05
H 2.08 2.76 -1.85 0.06
H 2.08 4.48 -1.40 0.14
H 2.00 4.63 2.87 0.13
H 0.98 6.11 1.39 0.13
H 0.28 3.17 -2.74 0.11
H 0.18 4.86 -2.12 0.13
H -3.23 3.34 -3.65 0.13
H -1.64 5.54 -4.30 0.12
H -1.16 4.64 1.11 0.14
H -0.77 5.53 -0.32 0.15
H -6.26 5.23 0.37 0.10
H -6.09 6.81 1.19 0.10
H -5.45 6.53 -0.48 0.09
H -2.10 2.35 -1.13 0.10
H -3.51 1.87 0.37 0.14
H -2.63 2.74 1.60 0.11
H -2.84 0.25 2.85 0.11
H -2.34 -1.21 1.46 0.10
H -2.92 -3.24 0.15 0.11
H -2.76 -3.15 -2.28 0.11
H -1.63 0.74 -2.33 0.09
O 0.47 -4.15 -0.23 -0.23
P 1.76 -4.90 -0.18 0.57
O 1.72 -5.74 -1.59 -0.21
C 1.92 -5.05 -2.82 -0.27
C 3.35 -4.57 -3.00 -0.08
O 1.36 -6.04 0.92 -0.23
C 0.21 -5.91 1.76 -0.27
C -0.99 -6.61 1.15 -0.07
O 3.34 -5.10 0.08 -0.22
C 3.95 -6.29 0.63 -0.24
C 3.71 -7.56 -0.15 -0.07
H 1.22 -4.21 -2.88 0.10
H 1.66 -5.75 -3.61 0.12
H 3.60 -3.79 -2.27 0.06
H 3.49 -4.15 -4.00 0.08
H 4.06 -5.39 -2.85 0.08
H 0.00 -4.87 1.98 0.09
H 0.47 -6.39 2.71 0.12
H -1.12 -6.35 0.10 0.07
H -1.91 -6.35 1.69 0.08
H -0.87 -7.69 1.19 0.08
H 3.66 -6.40 1.67 0.12
H 5.02 -6.08 0.63 0.12
H 2.66 -7.86 -0.14 0.07
H 4.29 -8.37 0.29 0.09
H 3.99 -7.44 -1.20 0.08